No. 1
The following is a quantum chemistry calculation of C5H13N2 as an isolated structure in a non-equilibrium geometry, from OMol25.

```
20
Properties=species:S:1:pos:R:3:mulliken_charge:R:1
N -0.94685 2.04115 0.51940 -0.513
H 3.64058 0.22286 -0.21443 0.330
H -0.00586 0.16746 -1.96852 0.303
N -1.97462 -0.79190 -0.69153 -0.441
C 0.36287 -0.32128 -1.05122 -0.562
H -0.97138 0.87029 0.18176 -0.359
C -0.72733 -0.36034 -0.01927 1.089
C 1.54771 0.41345 -0.49577 -0.047
H 0.69105 -1.31806 -1.41355 0.407
H 1.38594 1.34992 0.06363 0.435
C 2.75251 -0.14308 -0.62638 -0.833
H 0.15939 -0.21176 1.88522 0.417
H -2.28701 -1.71414 -0.43041 0.270
H 0.14595 -1.92162 1.18951 0.359
H -0.76996 2.22327 1.49519 0.219
H -2.72816 -0.12184 -0.61112 0.308
H 2.77896 -1.09764 -1.13777 0.228
H -1.44859 2.76624 0.00673 0.227
C -0.38359 -0.95491 1.30902 -1.234
H -1.22160 -1.09805 2.00953 0.399
```

Values from the calculation:
* F_max: 0.13800 hartree/bohr
* net charge: +1
* energy above the lowest of the compared OMol25 structures with the same formula, charge and spin: 6.6507 eV


No. 2
The following is a quantum chemistry calculation of one molecule with the formula C5H10N4O2 in a non-equilibrium geometry, from OMol25.

```
21
Properties=species:S:1:pos:R:3:mulliken_charge:R:1
H 1.19317 2.72731 0.57043 0.330
H 1.51579 0.93766 2.39410 0.331
N 1.21134 -0.45638 -0.60458 -0.093
H -2.32960 -0.88751 -2.55727 0.388
C -1.95927 -0.38554 -1.71903 -1.017
O -0.70500 -2.99671 0.37715 -0.569
C 1.69073 0.18330 1.52479 -1.615
H 0.76477 2.30016 -1.05477 0.291
C 0.77730 0.48926 0.34177 1.581
H -2.76669 -0.09495 -0.93136 0.319
H -1.48618 0.66272 -1.94934 0.247
C -0.89093 -0.95489 -0.86374 0.655
N 0.40478 -1.14522 -1.15594 -0.508
H -0.99361 -0.07436 1.43857 0.316
O -2.49859 -1.78862 0.61797 -0.532
H 2.75130 0.14960 1.36666 0.445
N -1.41615 -2.02748 0.11413 0.887
C 1.30821 1.89240 -0.16315 -1.463
H 1.65879 -0.78435 2.05965 0.359
N -0.61808 0.43307 0.60610 -0.729
H 2.38792 1.82052 -0.41213 0.378
```

Values from the calculation:
* F_max: 0.10163 hartree/bohr
* energy above the lowest of the compared OMol25 structures with the same formula, charge and spin: 6.3955 eV


No. 3
The following is a quantum chemistry calculation of a 2-piece molecular cluster, C16H16BF5N2O6 overall in a non-equilibrium geometry, from OMol25.

```
46
Properties=species:S:1:pos:R:3:mulliken_charge:R:1
C 2.44561 -2.29217 0.78734 0.803
O -0.72058 6.30653 0.83526 -0.545
C -2.02087 -3.85736 -1.59783 0.623
C 1.07025 4.45502 -0.38916 0.392
H 1.48129 -3.18055 2.58307 0.371
C 0.01877 -1.67570 1.79604 -0.467
H -0.55291 -1.49010 2.76782 0.303
F 0.52561 -0.14679 4.69788 -0.326
O -1.88730 -3.01753 -0.75090 -0.573
H -0.98975 -4.73976 -3.98093 0.291
C -0.34884 -0.69626 -0.69922 -0.263
H -0.66832 -1.72504 -1.09464 0.232
O -1.89431 -5.19450 -1.37386 -0.291
H -0.17890 7.50109 -1.73181 0.295
H -0.55845 0.27266 -2.78323 0.325
F 1.80184 -2.92906 -0.31857 -0.219
H -1.09538 0.54495 3.44073 0.328
F -2.88058 -4.89288 -4.63844 -0.285
C -0.08461 0.88453 3.84730 -0.370
H 0.77181 5.02524 -2.61513 0.315
C 0.52058 1.02229 1.22196 0.543
C 0.17472 1.95157 -1.31232 0.354
C -0.28772 0.48270 -1.69073 -0.632
O -2.30934 -3.58872 -2.90044 -0.289
B 0.37292 6.62110 -0.05418 0.666
N 0.18853 2.91681 -2.37718 -0.590
C -2.25545 -5.84549 -2.58374 -0.449
N 1.01470 3.48140 0.64639 -0.352
H -1.46586 6.03322 0.24114 0.307
C 1.53026 -2.14254 2.08621 -0.703
H 2.00229 -1.36889 2.77907 0.244
C 0.67016 4.15636 -1.86065 -0.143
H -3.30401 -6.15202 -2.53222 0.298
F 3.53737 -3.17296 1.14528 -0.298
F 3.08906 -1.06859 0.39422 -0.252
O 0.37302 7.76903 -0.95275 -0.533
H -1.63953 -6.72993 -2.75297 0.271
C -2.01575 -4.77924 -3.60361 0.319
C 0.98133 1.32261 2.72268 -0.720
H -0.55728 -2.52081 1.25133 0.232
H 1.25684 2.41106 2.92812 0.286
H -0.23476 1.78752 4.55341 0.275
O 1.54293 5.76656 -0.02694 -0.521
H 1.94177 0.70906 2.93207 0.239
C 0.06513 -0.41580 0.80220 0.439
C 0.57373 2.20136 0.16193 0.072
```

Values from the calculation:
* SMILES: OB(O)Oc1cnc2ccc(CCC(F)(F)F)c(CCF)c2n1.O=C1OC[C@@H](F)O1
* F_max: 0.12083 hartree/bohr
* E: -1704.33733 hartree


- The lowest F_max belongs to which entry?
  C5H10N4O2


- F_max of number 3 (C16H16BF5N2O6)?
  0.12083 hartree/bohr


- What is the F_max in the first record?
  0.13800 hartree/bohr


- Which of these has the highest F_max?
  C5H13N2